No. 1
# C5H8O

C5H8O as an isolated structure at a distorted geometry (ωB97M-V with the def2-TZVPD basis set, OMol25).

## Properties
HOMO, eV: -9.174
Molecular weight, g/mol: 84.1
Energy above the lowest of the compared OMol25 structures with the same formula, charge and spin, kcal per mole: 94.3
Total charge: 0
Calculated total energy, eV: -7358.16580
LUMO, eV: 1.1

```
14
C5H8O, DFT ωB97M-V with the def2-TZVPD basis set
C 1.85 -0.35 0.39
C 0.69 0.57 -0.25
C -0.58 -0.08 -0.89
C -1.53 -0.74 0.22
O -1.41 0.33 1.13
C -0.74 1.04 0.09
H 1.38 -1.12 0.86
H 2.54 0.17 1.07
H 2.51 -0.73 -0.41
H 1.12 1.39 -0.64
H -0.67 -0.04 -1.99
H -1.19 -1.63 0.59
H -2.68 -0.78 -0.02
H -1.27 1.97 -0.16
```

No. 2
# C30H37CdCl5N5OS3Si

C30H37CdCl5N5OS3Si as an isolated structure (ωB97M-V with the def2-TZVPD basis set, OMol25).

## Properties
HOMO, eV: -4.275
Molecular weight, g/mol: 897.6
Energy above the lowest of the compared OMol25 structures with the same formula, charge and spin, kcal per mole: 0.0
Total charge: -1
Calculated total energy, eV: -148778.76657
LUMO, eV: 1.7

```
83
C30H37CdCl5N5OS3Si, DFT ωB97M-V with the def2-TZVPD basis set
Cd -1.45 0.12 1.80
S 0.19 4.27 3.84
C 0.00 2.63 3.59
S -1.64 1.96 3.54
S 1.35 1.57 3.35
Cl -3.16 -3.63 -1.27
C -3.56 -1.95 -1.39
C -4.14 -1.48 -2.59
C -4.50 -0.18 -2.71
Cl -5.27 0.36 -4.18
C -4.27 0.75 -1.66
C -4.60 2.12 -1.70
C -4.28 2.92 -0.64
C -3.58 2.36 0.45
N -3.28 1.09 0.52
C -3.65 0.27 -0.49
C -3.36 -1.12 -0.32
O -2.90 -1.54 0.87
H -4.31 -2.18 -3.39
H -5.10 2.52 -2.57
H -4.52 3.97 -0.63
H -3.23 2.97 1.29
C 0.71 -3.07 -4.15
C 1.49 -3.54 -2.92
C 1.27 -5.05 -2.76
C 2.99 -3.29 -3.13
C 1.01 -2.76 -1.70
C 0.41 -3.36 -0.60
C -0.08 -2.57 0.42
N 0.03 -1.25 0.43
C 0.67 -0.66 -0.59
C 1.15 -1.38 -1.67
C 0.81 0.82 -0.48
C 1.86 1.51 -1.07
C 1.98 2.88 -0.88
C 1.01 3.50 -0.11
C 0.00 2.75 0.45
N -0.10 1.43 0.28
C 3.15 3.68 -1.43
C 4.11 2.83 -2.27
C 2.62 4.82 -2.32
C 3.93 4.27 -0.25
H 1.03 -3.62 -5.03
H 0.86 -2.00 -4.34
H -0.36 -3.23 -4.01
H 1.63 -5.56 -3.65
H 0.21 -5.29 -2.63
H 1.82 -5.44 -1.90
H 3.34 -3.84 -4.00
H 3.57 -3.61 -2.26
H 3.20 -2.23 -3.30
H 0.28 -4.43 -0.54
H -0.59 -3.01 1.27
H 1.60 -0.85 -2.50
H 2.60 0.96 -1.62
H 1.05 4.56 0.10
H -0.73 3.21 1.11
H 3.60 2.39 -3.13
H 4.55 2.03 -1.67
H 4.92 3.45 -2.64
H 2.05 4.42 -3.16
H 3.45 5.41 -2.71
H 1.97 5.49 -1.75
H 4.31 3.48 0.40
H 3.31 4.92 0.36
H 4.78 4.86 -0.62
N 1.17 -0.64 5.68
C -0.31 -0.55 5.89
C -1.06 -1.36 4.83
N -0.44 -1.29 3.50
H 1.69 -0.44 6.53
H 1.42 0.08 4.96
H 1.43 -1.61 5.33
H -0.59 0.50 5.83
H -0.53 -0.93 6.89
H -2.08 -0.97 4.79
H -1.11 -2.41 5.13
H 0.12 -2.12 3.35
H 0.22 -0.50 3.46
Cl 1.86 -3.44 4.79
Si -3.86 -2.44 2.14
Cl -5.68 -2.69 0.96
Cl -4.46 -0.64 3.19
```

No. 3
# C6H10N

C6H10N as an isolated structure at a distorted geometry (ωB97M-V with the def2-TZVPD basis set, OMol25).

## Properties
HOMO, eV: -15.682
Molecular weight, g/mol: 96.2
Energy above the lowest of the compared OMol25 structures with the same formula, charge and spin, kcal per mole: 60.7
Total charge: +1
Calculated total energy, eV: -7863.71391
LUMO, eV: -5.9

```
17
C6H10N, DFT ωB97M-V with the def2-TZVPD basis set
C -2.99 0.10 0.01
C -2.02 1.13 0.15
C -0.78 0.27 -0.33
C 0.55 -1.84 -0.08
C 0.63 1.08 -0.28
C -0.09 -0.62 0.58
N -3.46 -0.94 -0.12
H -2.07 1.86 -0.60
H -2.12 1.58 1.17
H -1.10 -0.04 -1.32
H 1.21 -2.34 0.65
H 1.09 -1.60 -1.04
H -0.33 -2.51 -0.24
H 0.56 2.09 0.04
H 1.15 1.06 -1.16
H 1.28 0.61 0.52
H -0.23 -0.80 1.73
```